The following is a quantum chemistry calculation of a structure of composition C12H15N6PdS2, from the Open Molecules 2025 dataset.

Geometry as XYZ:
```
36
Properties=species:S:1:pos:R:3
Pd 0.959 -0.875 0.208
C -0.409 3.298 2.018
C -0.310 1.905 1.465
N 0.798 1.347 1.133
N 1.912 2.113 1.267
C 3.040 1.484 0.983
N 4.154 2.288 1.138
S 3.326 -0.130 0.495
C -1.549 1.122 1.243
C -2.802 1.743 1.190
C -3.923 0.967 0.953
C -3.779 -0.401 0.783
C -2.498 -0.935 0.851
N -1.422 -0.196 1.073
H 0.510 3.540 2.545
H -1.258 3.395 2.694
H -0.523 4.039 1.220
H 3.954 3.277 1.114
H 4.968 1.973 0.639
H -2.894 2.812 1.314
H -4.901 1.431 0.896
H -4.629 -1.044 0.599
H -2.296 -1.995 0.721
C -1.057 -2.026 -2.283
N 0.366 -2.071 -2.060
C 1.317 -2.063 -3.079
C 2.470 -2.544 -2.585
N 2.246 -2.938 -1.284
C 0.954 -2.560 -0.864
S 0.066 -3.446 0.349
H -1.250 -2.100 -3.355
H -1.504 -1.103 -1.908
H -1.524 -2.871 -1.770
H 1.100 -1.664 -4.054
H 3.438 -2.615 -3.047
H 2.949 -3.157 -0.603
```

Output
- Energy relative to the best compared isomer or geometry (same formula, charge and spin): 4.6 kcal per mole
- LUMO level: 3.023 eV
- Orbital gap: 0.211 Ha
- Charge: -1